[1]
DFT (the ωB97M-V functional and the def2-TZVPD basis) results for a structure of composition C21H20CoIN6O4S3.

As for the multiplicity: 5. The calculation puts the HOMO energy (alpha / beta) at -5.6 / -8.5 eV. For the energy above the lowest of the compared OMol25 structures with the same formula, charge and spin, the calculation gives 24.94 kJ/mol.

Each line ends with the Löwdin charge.
CARTESIAN COORDINATES (ANGSTROEM)
I (-4.687, 1.227, -2.840)  0.864
Co (0.281, -0.492, 0.255)  0.862
S (-1.375, -2.973, -3.542)  1.068
S (-0.776, 0.829, 5.425)  0.625
S (1.388, -4.741, 1.915)  1.079
O (-0.591, 1.529, 0.596)  -0.284
O (0.568, -0.245, 2.185)  -0.140
O (-1.543, 2.040, 5.478)  -0.298
O (-1.008, -0.174, 6.422)  -0.298
N (-0.574, -0.420, -3.506)  0.142
N (-0.600, 1.973, -1.685)  -0.077
N (2.421, -2.335, 2.563)  0.126
N (-0.260, -1.740, -1.576)  0.043
N (-0.843, 0.170, 3.929)  0.003
N (1.006, -2.527, 0.690)  0.028
C (-2.727, 1.943, -2.783)  -0.763
C (0.411, -4.753, 0.496)  -0.344
C (0.320, -3.511, -0.010)  -0.330
C (0.225, 1.463, -0.570)  -0.442
C (-0.104, 2.752, -2.725)  -0.097
C (-0.924, -3.890, -2.154)  -0.350
C (0.311, 0.244, 3.326)  -0.495
C (-1.942, 1.574, -1.743)  -0.190
C (1.786, 1.819, 6.314)  -0.026
C (2.707, 1.174, 3.731)  -0.023
C (3.560, 1.752, 4.667)  -0.067
C (-0.893, 3.131, -3.764)  -0.096
C (3.105, 2.065, 5.946)  -0.067
C (-0.342, -3.093, -1.244)  -0.335
C (-0.958, 2.793, 1.156)  -0.048
C (1.512, 2.244, -0.436)  -0.074
C (1.403, 0.914, 4.110)  -0.146
C (0.957, 1.248, 5.371)  -0.208
C (1.615, -3.035, 1.732)  -0.663
C (-0.708, -1.551, -2.797)  -0.659
C (-2.256, 2.744, -3.844)  -0.182
H (-1.146, -0.278, -4.321)  0.109
H (4.589, 1.960, 4.399)  0.105
H (-0.042, -5.666, 0.140)  0.079
H (-2.889, 3.031, -4.671)  0.076
H (1.977, 1.974, 0.514)  0.070
H (-0.458, 3.741, -4.546)  0.104
H (2.208, 1.976, -1.232)  0.078
H (0.937, 3.027, -2.670)  0.106
H (-1.755, 2.603, 1.870)  0.097
H (-0.112, 3.248, 1.677)  0.091
H (-1.320, 3.465, 0.375)  0.093
H (1.422, 2.065, 7.304)  0.124
H (2.639, -2.744, 3.456)  0.105
H (1.369, 3.334, -0.448)  0.086
H (2.242, -1.338, 2.569)  0.065
H (-1.091, -4.956, -2.113)  0.080
H (-2.282, 0.952, -0.932)  0.106
H (3.785, 2.508, 6.663)  0.107
H (-0.261, 0.403, -3.013)  0.071
H (3.052, 0.939, 2.731)  0.110

[2]
DFT (the ωB97M-V functional and the def2-TZVPD basis) results for a structure of composition C21H20F10N4O3PTi.

As for the multiplicity: 3. The calculation puts the HOMO energy (alpha / beta) at -2.3 / -4.8 eV. For the energy above the lowest of the compared OMol25 structures with the same formula, charge and spin, the calculation gives 180.37 kJ/mol. The total charge is -1.

Each line ends with the Löwdin charge.
CARTESIAN COORDINATES (ANGSTROEM)
Ti (0.102, -0.170, 0.108)  0.625
P (0.440, -0.445, -2.445)  0.804
F (1.147, 4.376, 1.154)  0.124
F (4.257, -1.615, 3.248)  0.101
F (-3.402, 4.293, 2.324)  0.104
F (2.005, -2.291, 1.916)  0.066
F (0.049, 1.808, 3.228)  0.097
F (-0.982, 5.549, 2.420)  0.096
F (0.860, 2.012, -0.122)  0.043
F (-3.770, 2.059, 0.976)  0.064
F (2.339, 2.504, 4.461)  0.098
F (4.466, 0.797, 4.493)  0.083
O (-0.521, -0.536, -3.814)  -0.327
O (1.471, -1.535, -3.055)  -0.320
O (1.178, 0.963, -2.733)  -0.343
N (-0.279, -0.600, 1.945)  -0.123
N (3.223, -0.450, -0.529)  0.048
N (-1.324, -1.898, -0.104)  -0.283
N (-1.479, 0.894, -0.554)  -0.110
C (-1.418, 0.536, -4.073)  -0.157
C (-2.585, -1.160, 0.123)  -0.164
C (0.959, -0.213, 2.394)  -0.246
C (-2.642, 0.066, -0.795)  -0.199
C (1.888, -2.727, -2.407)  -0.144
C (3.233, -0.755, 3.186)  -0.161
C (1.120, 1.008, 3.113)  -0.153
C (2.076, -0.478, -0.335)  -0.396
C (-0.978, -2.764, 1.035)  -0.178
C (-2.528, 2.600, 0.956)  -0.126
C (-1.132, 4.401, 1.741)  -0.162
C (3.353, 0.482, 3.806)  -0.153
C (-0.234, 2.631, 0.417)  -0.141
C (2.082, -1.090, 2.524)  -0.193
C (-0.778, -1.917, 2.294)  -0.209
C (-2.354, 3.764, 1.680)  -0.157
C (2.268, 1.353, 3.775)  -0.155
C (-1.478, 1.964, 0.256)  -0.198
C (2.341, 1.064, -3.554)  -0.107
C (-1.465, -2.737, -1.295)  -0.088
C (-0.059, 3.810, 1.095)  -0.166
H (-0.042, -3.267, 0.788)  0.113
H (-3.589, 0.583, -0.645)  0.112
H (-1.671, -2.139, -2.180)  0.066
H (2.213, 0.526, -4.495)  0.080
H (1.478, -3.583, -2.951)  0.083
H (2.975, -2.769, -2.429)  0.085
H (3.197, 0.660, -3.012)  0.071
H (-1.302, 1.350, -3.354)  0.074
H (-2.287, -3.455, -1.161)  0.094
H (-0.118, -2.442, 2.989)  0.117
H (-1.221, 0.926, -5.074)  0.081
H (1.577, -2.759, -1.363)  0.049
H (-3.456, -1.817, -0.028)  0.126
H (-2.590, -0.790, 1.146)  0.112
H (2.491, 2.125, -3.749)  0.084
H (-1.756, -3.528, 1.199)  0.123
H (-0.544, -3.293, -1.466)  0.074
H (-1.741, -1.802, 2.812)  0.105
H (-2.613, -0.254, -1.841)  0.080
H (-2.450, 0.176, -4.039)  0.073

[3]
DFT (the ωB97M-V functional and the def2-TZVPD basis) results for the molecule C21H20FN5O2.

The calculation puts the HOMO energy at -7.9 eV. For the energy above the lowest of the compared OMol25 structures with the same formula, charge and spin, the calculation gives 335.05 kJ/mol. The SMILES is COc1ccc(F)cc1-c1cc[nH]c2nc(C3CCN(C(=O)NC#N)CC3)cc1-2.

Each line ends with the Löwdin charge.
CARTESIAN COORDINATES (ANGSTROEM)
F (-3.721, -4.230, -1.245)  0.070
O (5.978, -0.918, 1.668)  0.061
O (-1.570, 0.678, -2.231)  -0.109
N (-1.958, 1.677, 2.980)  0.129
N (6.576, 0.842, 2.776)  0.137
N (4.212, 0.424, 2.086)  -0.038
N (6.714, 3.239, 2.134)  0.171
N (0.242, 2.146, 2.129)  0.146
C (0.926, 1.685, 0.996)  -0.214
C (2.343, 2.086, 0.598)  -0.240
C (3.408, -0.160, 1.025)  -0.122
C (-2.492, -0.851, -0.537)  -0.068
C (6.681, 2.137, 2.421)  -0.290
C (3.124, 0.937, -0.038)  -0.125
C (-3.192, 1.018, 2.761)  -0.064
C (-3.410, 0.254, 1.624)  -0.008
C (-3.201, -3.011, -1.446)  -0.281
C (-1.102, 0.715, 0.909)  -0.140
C (-2.545, 1.676, -2.389)  -0.068
C (-2.296, 0.063, 0.645)  -0.058
C (-2.208, -1.380, -2.920)  0.014
C (-0.932, 1.549, 2.057)  -0.285
C (-2.884, -2.591, -2.714)  0.006
C (3.586, 1.510, 2.829)  -0.134
C (5.599, 0.131, 2.154)  -0.490
C (3.184, 2.620, 1.821)  -0.123
C (-2.074, -0.505, -1.876)  -0.289
C (0.129, 0.799, 0.260)  0.000
C (-3.043, -2.122, -0.388)  0.042
H (7.454, 0.362, 2.708)  0.155
H (2.214, 2.924, -0.107)  0.147
H (4.202, 1.873, 3.654)  0.120
H (-2.143, 2.427, -3.064)  0.091
H (2.695, 1.073, 3.289)  0.117
H (2.580, 3.359, 2.387)  0.112
H (-3.990, 1.118, 3.503)  0.115
H (-4.356, -0.225, 1.441)  0.100
H (0.409, 0.283, -0.671)  0.120
H (4.086, 1.330, -0.412)  0.129
H (3.894, -1.004, 0.537)  0.121
H (-2.982, -3.260, -3.551)  0.116
H (-1.853, -1.100, -3.901)  0.130
H (2.575, 0.511, -0.859)  0.095
H (-3.469, 1.246, -2.877)  0.113
H (2.468, -0.544, 1.419)  0.125
H (-2.901, 2.151, -1.467)  0.092
H (-1.789, 2.335, 3.748)  0.163
H (4.042, 3.115, 1.439)  0.077
H (-3.280, -2.463, 0.624)  0.134

[4]
DFT (the ωB97M-V functional and the def2-TZVPD basis) results for a structure of composition C21H20N2O3PPd.

The calculation puts the HOMO energy at -12.0 eV. The total charge is +1.

Each line ends with the Löwdin charge.
CARTESIAN COORDINATES (ANGSTROEM)
Pd (-1.681, -0.644, 0.325)  0.847
P (0.112, 0.542, -0.172)  0.987
O (-2.940, -2.195, 0.609)  -0.193
O (-3.372, -1.413, -1.882)  -0.003
O (-2.972, -3.816, 2.169)  0.114
N (-2.196, -0.737, -1.691)  -0.121
N (-2.174, -0.288, 2.315)  -0.057
C (0.474, 4.082, 1.739)  -0.060
C (0.002, 3.036, 0.964)  -0.087
C (2.458, 2.812, 2.247)  -0.056
C (1.550, 1.607, -2.223)  -0.056
C (-0.078, 0.702, -4.257)  -0.013
C (0.738, -1.530, 1.440)  -0.148
C (0.925, -1.025, 0.157)  -0.375
C (-2.836, -2.675, 1.830)  -0.617
C (1.080, 1.399, -4.562)  -0.036
C (-1.686, -0.316, -2.781)  -0.042
C (-0.440, 0.436, -2.936)  -0.194
C (0.764, 1.876, 0.822)  -0.375
C (1.898, 1.856, -3.543)  -0.038
C (-2.492, -1.619, 2.903)  -0.120
C (1.363, -1.890, -0.847)  -0.062
C (0.395, 0.896, -1.908)  -0.291
C (0.940, -2.875, 1.697)  -0.054
C (1.338, -3.728, 0.679)  -0.049
C (1.995, 1.763, 1.468)  -0.081
C (1.575, -3.233, -0.578)  -0.053
C (1.700, 3.967, 2.383)  -0.053
H (-3.508, -1.923, -1.053)  0.072
H (-3.021, 0.263, 2.217)  0.106
H (0.785, -3.264, 2.695)  0.118
H (1.476, -4.781, 0.883)  0.120
H (2.593, 0.865, 1.363)  0.113
H (1.520, -1.513, -1.851)  0.111
H (2.801, 2.407, -3.768)  0.119
H (-0.719, 0.357, -5.058)  0.123
H (2.067, 4.781, 2.994)  0.116
H (2.181, 1.973, -1.423)  0.112
H (-0.114, 4.983, 1.844)  0.114
H (0.516, -0.846, 2.251)  0.098
H (-1.552, 0.235, 2.922)  0.100
H (3.414, 2.727, 2.747)  0.115
H (-1.625, -1.978, 3.455)  0.118
H (-2.233, -0.542, -3.691)  0.149
H (1.337, 1.586, -5.596)  0.120
H (-3.318, -1.552, 3.611)  0.132
H (-0.954, 3.124, 0.460)  0.111
H (1.914, -3.889, -1.368)  0.118

Number 1: strongest force on any atom 0.7 eV/Å. Number 2: strongest force on any atom 2.2 eV/Å. Number 3: strongest force on any atom 5.4 eV/Å. Number 4: strongest force on any atom 1.8 eV/Å.